No. 1
This record from OMol25 describes a 7-piece molecular cluster, C15H21F4N3O18 overall at a distorted geometry. The level of theory is ωB97M-V with the def2-TZVPD basis set.

Geometry as XYZ:
```
61
Properties=species:S:1:pos:R:3:nbo_charge:R:1
O -19.017 -32.778 14.582 -0.539
C -18.147 -32.831 13.803 0.969
O -18.267 -33.297 12.545 -0.482
C -17.026 -33.127 11.863 -0.130
C -16.187 -32.333 12.843 0.432
F -16.337 -31.027 12.693 -0.330
O -16.831 -32.665 14.066 -0.495
H -16.500 -34.064 11.680 0.192
H -17.065 -32.599 10.910 0.211
H -15.133 -32.546 12.661 0.172
O -27.670 -32.490 9.551 -0.565
C -26.750 -32.803 8.775 0.968
O -26.679 -32.498 7.468 -0.485
C -25.592 -33.278 6.845 -0.132
C -24.697 -33.466 8.048 0.432
F -23.721 -32.516 8.137 -0.331
O -25.564 -33.342 9.137 -0.488
H -26.017 -34.206 6.460 0.206
H -25.045 -32.757 6.060 0.226
H -24.320 -34.486 8.124 0.168
O -25.007 -26.824 17.524 -0.572
C -24.813 -28.036 17.338 0.964
O -24.399 -28.914 18.262 -0.471
C -24.095 -30.126 17.718 -0.123
C -24.811 -30.040 16.335 0.437
F -26.000 -30.602 16.409 -0.322
O -24.978 -28.629 16.134 -0.480
H -23.018 -30.287 17.668 0.194
H -24.470 -31.020 18.216 0.207
H -24.221 -30.469 15.525 0.167
O -28.685 -22.249 15.562 -0.556
C -28.420 -22.140 14.386 0.969
O -29.079 -21.340 13.632 -0.469
C -28.937 -21.565 12.278 -0.129
C -27.682 -22.530 12.314 0.442
F -26.516 -22.037 11.921 -0.334
O -27.596 -22.922 13.608 -0.481
H -29.782 -21.974 11.724 0.203
H -28.662 -20.606 11.838 0.208
H -27.770 -23.357 11.610 0.147
C -21.372 -21.239 5.344 -0.483
N -21.039 -21.018 6.785 0.517
O -20.990 -19.847 7.218 -0.366
O -20.989 -22.066 7.439 -0.372
H -22.037 -22.101 5.298 0.236
H -20.393 -21.477 4.929 0.235
H -21.850 -20.400 4.839 0.233
C -22.261 -27.251 10.701 -0.482
N -21.205 -27.423 11.620 0.506
O -20.020 -27.093 11.390 -0.385
O -21.511 -27.916 12.703 -0.373
H -22.070 -26.460 9.976 0.241
H -23.191 -27.093 11.246 0.248
H -22.288 -28.244 10.252 0.244
C -16.361 -25.460 7.288 -0.505
N -17.188 -25.705 6.034 0.546
O -18.194 -26.319 6.210 -0.378
O -16.802 -25.433 4.939 -0.369
H -16.299 -26.303 7.978 0.242
H -16.841 -24.622 7.793 0.237
H -15.337 -25.127 7.121 0.227
```

Calculated values
SMILES string   O=C1OC[C@@H](F)O1.O=C1OC[C@@H](F)O1.O=C1OC[C@@H](F)O1.O=C1OC[C@@H](F)O1.C[N+](=O)[O-].C[N+](=O)[O-].C[N+](=O)[O-]
HOMO-LUMO gap   10.61 eV
Charge   0
E_LUMO   -0.12 eV
HOMO   -0.39449 hartree


No. 2
This record from OMol25 describes one molecule with the formula C3H5NO2 at a distorted geometry. The level of theory is ωB97M-V with the def2-TZVPD basis set.

Geometry as XYZ:
```
11
Properties=species:S:1:pos:R:3:nbo_charge:R:1
O 2.361 -0.811 0.287 -0.292
N 1.422 -0.355 0.906 0.166
C 0.515 0.181 -0.096 -0.250
C -0.673 1.062 0.410 -0.061
O -1.634 0.067 0.025 -0.526
C -0.615 -0.782 -0.494 -0.047
H 1.334 0.131 -0.883 0.247
H -0.850 2.014 -0.098 0.191
H -0.701 1.226 1.502 0.198
H -0.569 -1.769 -0.027 0.187
H -0.683 -0.883 -1.586 0.186
```

Calculated values
SMILES string   O=NC1COC1
HOMO-LUMO gap   9.33 eV
Charge   0
E_LUMO   -0.38 eV
HOMO   -0.35669 hartree


No. 3
This record from OMol25 describes C15H42InN8O3P2S2 as an isolated structure. The level of theory is ωB97M-V with the def2-TZVPD basis set.

Geometry as XYZ:
```
73
Properties=species:S:1:pos:R:3:mulliken_charge:R:1
In -0.816 -0.788 0.455 1.872
N -1.375 -2.155 -1.394 -0.508
C -1.048 -3.571 -1.154 -0.492
C 0.328 -3.646 -0.503 -0.770
N 0.327 -2.865 0.743 0.041
C -0.053 -3.603 1.968 -0.751
C -1.197 -2.924 2.717 -0.612
N -0.990 -1.463 2.744 -0.339
H -2.333 -2.053 -1.717 0.260
H -0.779 -1.766 -2.123 0.274
H -1.043 -4.152 -2.076 0.553
H -1.800 -3.991 -0.484 0.253
H 1.063 -3.219 -1.185 0.180
H 0.601 -4.688 -0.328 0.509
H 1.244 -2.456 0.894 0.208
H 0.813 -3.690 2.626 0.395
H -0.375 -4.612 1.713 0.389
H -1.260 -3.350 3.719 0.562
H -2.139 -3.116 2.207 0.157
H -0.101 -1.247 3.191 0.235
H -1.715 -1.014 3.295 0.302
C 1.243 3.869 1.056 -1.019
N 1.044 2.557 1.692 0.219
C -0.262 2.376 2.322 -0.789
P 1.843 1.263 1.094 -0.123
O 1.109 -0.056 1.272 -0.722
O 2.063 1.473 -0.501 -0.177
P 1.054 1.219 -1.741 0.475
O -0.149 0.454 -1.238 -0.680
N 0.645 2.704 -2.266 0.395
C 1.684 3.730 -2.467 -1.168
C -0.489 2.796 -3.202 -0.936
N 1.880 0.317 -2.831 0.135
C 2.613 0.931 -3.948 -0.985
C 2.512 -0.908 -2.335 -0.478
N 3.332 1.218 1.711 0.338
C 4.246 0.128 1.370 -0.883
C 3.899 2.237 2.601 -0.956
H 1.061 4.648 1.794 0.438
H 0.563 4.012 0.212 0.284
H 2.270 3.964 0.707 0.369
H -0.443 3.216 2.992 0.411
H -0.268 1.464 2.917 0.208
H -1.073 2.351 1.585 0.224
H 2.565 3.498 -1.871 0.311
H 1.293 4.696 -2.149 0.367
H 1.973 3.810 -3.515 0.452
H -1.258 2.079 -2.922 0.204
H -0.188 2.616 -4.237 0.285
H -0.911 3.798 -3.139 0.403
H 2.061 1.774 -4.354 0.277
H 2.717 0.188 -4.738 0.368
H 3.611 1.261 -3.648 0.346
H 2.041 -1.211 -1.399 -0.372
H 3.578 -0.749 -2.152 0.376
H 2.406 -1.701 -3.077 0.425
H 3.746 -0.601 0.731 0.100
H 4.578 -0.373 2.280 0.365
H 5.122 0.510 0.844 0.335
H 3.149 2.973 2.872 0.341
H 4.734 2.745 2.114 0.335
H 4.268 1.762 3.511 0.316
S -3.032 0.520 0.607 -0.227
C -4.365 -0.545 0.604 0.348
N -5.581 -0.118 0.836 -0.170
C -6.647 -1.117 0.938 -0.581
C -6.160 -2.343 0.173 -0.590
S -4.333 -2.235 0.245 -0.010
H -5.773 0.849 1.069 0.267
H -7.573 -0.726 0.521 0.365
H -6.818 -1.348 1.992 0.295
H -6.450 -2.338 -0.875 0.343
H -6.481 -3.274 0.631 0.426
```

Calculated values
HOMO-LUMO gap   8.92 eV
Charge   +3
E_LUMO   -8.22 eV
HOMO   -0.63000 hartree


No. 4
This record from OMol25 describes C5H7FO3Y as an isolated structure at a distorted geometry. The level of theory is ωB97M-V with the def2-TZVPD basis set.

Geometry as XYZ:
```
17
Properties=species:S:1:pos:R:3:mulliken_charge:R:1
C -1.457 -0.445 1.052 -0.143
C -2.454 0.055 0.207 -1.465
H -1.917 -0.437 2.056 0.325
H -0.506 -0.447 1.595 0.401
H -3.260 0.671 0.620 0.569
H -2.573 -0.262 -0.834 0.498
O 2.190 0.063 -0.027 -0.276
C 2.162 1.387 0.284 0.755
C 1.317 -0.485 -0.996 -0.350
O 3.108 1.826 0.909 -0.442
O 1.106 2.036 -0.045 -0.558
C 0.198 -1.301 -0.414 -0.124
H 1.939 -1.144 -1.619 0.363
H 0.901 0.280 -1.666 0.295
F 0.676 -2.363 0.282 -0.183
H -0.516 -1.639 -1.179 0.415
Y -0.914 2.207 -0.223 1.921
```

Calculated values
HOMO-LUMO gap (alpha / beta)   5.38 / 6.63 eV
Charge   +2
E_LUMO (alpha / beta)   -11.01 / -11.03 eV
HOMO (alpha / beta)   -0.60224 / -0.64897 hartree
Multiplicity   2


No. 5
This record from OMol25 describes C33H32BrN6O5S5SeSiZr as an isolated structure. The level of theory is ωB97M-V with the def2-TZVPD basis set.

Geometry as XYZ:
```
85
Properties=species:S:1:pos:R:3:mulliken_charge:R:1
Zr -0.060 1.240 -0.539 -0.926
N 1.622 4.510 -3.602 -0.564
C 1.258 3.405 -2.855 0.756
S -0.254 3.507 -2.020 -0.359
N 2.120 2.448 -2.815 -1.387
N 1.778 1.340 -2.029 1.392
C 2.586 0.362 -2.267 -1.149
C 2.558 -0.975 -1.742 1.226
C 3.647 -1.817 -2.008 -0.870
C 3.667 -3.114 -1.553 -0.886
C 2.567 -3.596 -0.842 -0.381
C 1.473 -2.794 -0.585 -1.059
C 1.469 -1.464 -1.010 0.807
O 0.446 -0.671 -0.738 0.744
H 0.855 5.081 -3.915 0.263
H 2.338 4.327 -4.288 0.251
H 3.384 0.580 -2.975 0.270
H 4.494 -1.415 -2.553 0.363
H 4.536 -3.737 -1.696 0.341
H 2.582 -4.610 -0.462 0.441
H 0.627 -3.158 -0.020 0.168
C -3.901 2.742 -0.694 -0.732
C -2.932 3.285 0.301 0.103
N -1.658 3.029 0.375 1.413
C -1.042 3.782 1.354 -0.733
C -1.873 4.591 2.054 -0.674
S -3.468 4.414 1.479 -0.296
C 0.415 3.745 1.496 -0.181
C 1.115 4.537 2.341 -0.661
S 2.782 4.356 2.055 -0.260
C 2.473 3.229 0.806 0.095
N 1.194 2.967 0.649 1.215
C 3.627 2.757 -0.007 -0.955
H -4.065 1.680 -0.530 -0.088
H -3.503 2.875 -1.701 0.073
H -4.850 3.271 -0.621 0.684
H -1.629 5.262 2.858 0.434
H 0.729 5.212 3.084 0.418
H 4.556 3.072 0.464 0.545
H 3.559 3.187 -1.007 0.246
H 3.642 1.672 -0.065 -0.104
O 5.711 -4.248 0.805 -0.637
S 5.419 -3.463 1.980 1.212
O 6.360 -3.556 3.068 -0.716
N 5.122 -1.903 1.595 -0.636
C 3.894 -1.547 1.905 -0.135
S 3.213 -0.016 1.740 -0.175
C 3.061 -2.665 2.473 0.351
C 1.731 -2.634 2.860 0.127
C 1.162 -3.811 3.330 -0.292
C 1.906 -4.988 3.414 -0.677
C 3.242 -5.013 3.031 -0.746
C 3.787 -3.833 2.565 -0.087
H 1.171 -1.708 2.772 0.264
H 0.122 -3.820 3.634 0.338
H 1.436 -5.892 3.782 0.391
H 3.831 -5.919 3.090 0.421
Br -4.152 -1.973 -1.429 -0.098
C -4.222 -0.736 -2.857 0.452
C -5.305 -0.810 -3.722 -0.665
C -5.382 0.049 -4.806 -0.491
C -4.370 0.970 -5.039 -0.704
C -3.287 1.026 -4.180 -0.592
C -3.205 0.185 -3.070 0.224
C -2.022 0.408 -2.178 1.073
O -2.149 0.434 -0.911 -0.314
O -0.926 0.686 -2.695 -0.478
H -6.077 -1.545 -3.542 0.424
H -6.233 -0.010 -5.473 0.370
H -4.421 1.637 -5.889 0.393
H -2.477 1.726 -4.340 0.413
C -1.919 -2.313 1.225 -0.134
Si -2.211 -0.820 2.312 0.852
C -3.915 -0.107 1.966 -0.521
C -2.209 -1.385 4.107 -1.120
Se -0.583 0.717 2.154 -0.271
H -2.761 -3.010 1.286 0.516
H -1.017 -2.835 1.549 -0.250
H -1.782 -2.012 0.186 -0.154
H -4.696 -0.836 2.202 0.403
H -4.004 0.160 0.913 -0.359
H -4.081 0.786 2.573 0.229
H -2.947 -2.176 4.269 0.306
H -2.448 -0.551 4.770 0.277
H -1.226 -1.764 4.393 0.236
```

Calculated values
HOMO-LUMO gap   6.48 eV
Charge   -1
E_LUMO   1.86 eV
HOMO   -0.16962 hartree


Copy entry 4 word for word.
This record from OMol25 describes C5H7FO3Y as an isolated structure at a distorted geometry. The level of theory is ωB97M-V with the def2-TZVPD basis set.

Geometry as XYZ:
```
17
Properties=species:S:1:pos:R:3:mulliken_charge:R:1
C -1.457 -0.445 1.052 -0.143
C -2.454 0.055 0.207 -1.465
H -1.917 -0.437 2.056 0.325
H -0.506 -0.447 1.595 0.401
H -3.260 0.671 0.620 0.569
H -2.573 -0.262 -0.834 0.498
O 2.190 0.063 -0.027 -0.276
C 2.162 1.387 0.284 0.755
C 1.317 -0.485 -0.996 -0.350
O 3.108 1.826 0.909 -0.442
O 1.106 2.036 -0.045 -0.558
C 0.198 -1.301 -0.414 -0.124
H 1.939 -1.144 -1.619 0.363
H 0.901 0.280 -1.666 0.295
F 0.676 -2.363 0.282 -0.183
H -0.516 -1.639 -1.179 0.415
Y -0.914 2.207 -0.223 1.921
```

Calculated values
HOMO-LUMO gap (alpha / beta)   5.38 / 6.63 eV
Charge   +2
E_LUMO (alpha / beta)   -11.01 / -11.03 eV
HOMO (alpha / beta)   -0.60224 / -0.64897 hartree
Multiplicity   2


Q: Number 1 is which compound?
A: C15H21F4N3O18